[1]
This record from the OMol25 dataset describes C10H5Cl3N3S2Ti as an isolated structure at a distorted geometry. The level of theory is the ωB97M-V functional and the def2-TZVPD basis.

Cartesian coordinates (Å):
Ti  -1.27348  0.53068  -1.26715
Cl  1.28607  0.01406  -1.08460
C  1.81013  0.36376  0.54212
C  3.17319  0.42434  0.76839
C  3.64642  0.69823  2.04340
C  2.73056  0.90525  3.06448
C  1.37211  0.83917  2.80391
Cl  0.29623  1.10678  4.15309
C  0.82893  0.57593  1.53183
S  -0.86833  0.47568  1.22948
H  3.85189  0.25767  -0.05724
H  4.70941  0.75321  2.23730
H  3.05981  1.12256  4.07173
S  -0.66695  3.63794  -2.82600
C  -0.89116  2.21158  -2.07546
N  -2.65958  -5.26903  -1.99228
C  -1.95236  -4.34987  -2.05601
N  -1.04001  -3.41650  -2.12958
C  -1.23066  -2.18040  -2.38861
N  -1.26438  -1.04141  -2.66561
Cl  -3.80375  -0.85088  -0.35312
C  -3.37620  0.80368  -1.12188
H  -3.74634  1.54110  -0.40457
H  -3.99158  0.84647  -2.02361

Orbital gap (alpha / beta) in eV: 4.3207 / 3.8784
Total charge: -2
E_HOMO (alpha / beta) in eV: 0.2 / 0.7
ΔE to the lowest compared entry with this formula, charge and spin in kcal/mol: 126.8
Multiplicity: 2
<S²>: 1.083
E_tot in a.u.: -3574.76245

How positive or negative is each atom? The Löwdin charges in e answer that: 0.18, 0.73, -0.62, -0.14, -0.13, -0.16, -0.69, 0.60, -0.74, 0.56, 0.09, 0.09, 0.09, 0.23, -0.95, 0.04, -0.45, 0.06, -0.38, 0.03, 0.28, -0.68, -0.03, -0.03

=====

[2]
This record from the OMol25 dataset describes C10H6F5N2O3PtSe as an isolated structure. The level of theory is the ωB97M-V functional and the def2-TZVPD basis.

Cartesian coordinates (Å):
Pt  -0.76202  -0.92281  0.78073
N  0.46538  -1.58446  -0.97474
C  1.70288  -2.14464  -0.40059
C  1.33946  -2.95842  0.84716
O  1.95705  -3.99037  1.11801
N  0.37499  -2.37103  1.55545
C  -0.31285  -3.02817  2.65771
C  -1.78925  -3.15791  2.31538
O  -2.52158  -3.96941  2.85480
O  -2.21617  -2.30841  1.40932
H  -0.14203  -2.33550  -1.28042
H  0.63521  -0.96425  -1.75621
H  2.33834  -1.30928  -0.10545
H  2.25530  -2.78348  -1.09049
H  -0.26884  -2.38036  3.54017
H  0.14335  -3.98480  2.90357
F  1.20011  5.38899  -2.38772
C  0.49835  4.40289  -1.81455
C  -0.87276  4.50197  -1.67824
F  -1.50545  5.59417  -2.12545
C  -1.58142  3.47390  -1.08570
F  -2.90635  3.64521  -0.98756
C  -0.98724  2.30926  -0.60414
Se  -2.13351  1.00266  0.22175
C  0.39168  2.25369  -0.75891
F  1.11058  1.20146  -0.33059
C  1.12891  3.26792  -1.34951
F  2.45787  3.15120  -1.47382

Orbital gap in eV: 6.9342
Total charge: -1
E_HOMO in eV: -4.6
ΔE to the lowest compared entry with this formula, charge and spin in kcal/mol: 32.8
Multiplicity: 1
E_tot in a.u.: -3740.05311

How positive or negative is each atom? The Löwdin charges in e answer that: 0.80, -0.08, -0.17, -0.57, 0.00, -0.16, -0.14, -0.65, 0.02, -0.22, 0.10, 0.08, 0.11, 0.11, 0.12, 0.12, 0.11, -0.15, -0.15, 0.11, -0.28, 0.06, -0.51, 0.61, -0.25, 0.04, -0.15, 0.11

=====

[3]
This record from the OMol25 dataset describes a 33-piece molecular cluster, C10H78N2O33Si overall at a distorted geometry. The level of theory is the ωB97M-V functional and the def2-TZVPD basis.

Cartesian coordinates (Å):
C  -3.38640  -0.56473  -2.50787
N  -2.57311  0.63150  -2.98316
C  -1.24353  0.46904  -2.30506
Si  -0.16375  2.08372  -2.35161
C  1.65664  1.47028  -2.03147
C  1.50766  0.19590  -1.03458
C  0.84095  0.42013  0.37617
C  0.66329  -0.81033  1.30422
C  1.13207  -2.22589  0.82290
C  1.82096  -2.41341  -0.58186
C  2.00853  -1.18625  -1.53786
O  -0.74878  3.15497  -1.07606
C  0.33687  3.86995  -0.48740
N  1.38113  4.05848  0.10542
H  -2.64876  -1.40998  -2.20211
H  -3.98936  -0.32910  -1.54824
H  -4.04253  -1.00957  -3.32841
H  -2.42662  0.41992  -3.99431
H  -1.44885  0.12550  -1.22039
H  -0.62186  -0.39128  -2.77919
H  -0.29710  2.69476  -3.69196
H  2.32759  2.28872  -1.60043
H  2.09617  1.12236  -3.04283
H  0.46104  1.43003  0.74022
H  0.18389  -0.69486  2.34066
H  0.99495  -3.16368  1.46042
H  2.17066  -3.43953  -0.94161
H  2.46939  -1.24403  -2.58586
O  -1.08029  -0.62268  4.53780
H  -1.66975  -1.23512  4.99493
H  -1.62684  0.16259  4.39185
O  -4.41813  3.21044  -3.95123
H  -3.91918  2.46012  -3.59511
H  -4.06656  3.32197  -4.84302
O  0.94592  4.15076  -5.12775
H  0.87216  4.68100  -5.93192
H  1.41803  4.72524  -4.51094
O  -0.42970  2.38365  4.55123
H  0.34813  1.80910  4.60192
H  -0.14512  3.11259  3.98578
O  3.72930  0.14223  -4.22169
H  3.69737  0.67932  -5.02906
H  4.20027  0.69514  -3.58421
O  -3.32869  3.91149  3.70211
H  -2.55080  3.33694  3.75261
H  -3.04482  4.64137  3.13614
O  0.46914  -3.34972  5.36061
H  -0.11999  -3.96252  5.81789
H  -0.07652  -2.56492  5.21402
O  0.58985  -5.19193  1.57532
H  0.53090  -6.05794  1.14905
H  1.05640  -5.37014  2.40320
O  3.69372  -4.58305  0.47836
H  2.92935  -4.90626  0.97233
H  4.35559  -4.40210  1.16133
O  -5.95055  2.80773  3.73517
H  -6.63214  3.12667  4.34246
H  -5.15511  3.29853  3.99580
O  -3.54661  4.14470  6.68142
H  -3.35307  4.17334  5.73432
H  -2.67707  4.19912  7.09990
O  5.66403  -4.03148  2.18730
H  6.16287  -4.07901  1.35810
H  6.33882  -3.87239  2.85786
O  -1.96346  -5.35796  -0.47885
H  -2.72875  -5.67757  0.01453
H  -1.30528  -5.17389  0.20342
O  -2.55014  5.61213  -0.90278
H  -3.42529  5.26451  -1.11631
H  -1.99099  4.82540  -0.85789
O  -4.22884  0.57721  4.62734
H  -4.81768  -0.03539  5.08437
H  -4.77618  1.36394  4.48101
O  6.33881  -1.57952  -4.03623
H  6.24841  -2.43094  -4.48432
H  5.53723  -1.09969  -4.28222
O  8.24325  -3.61559  -2.38937
H  7.58260  -4.19534  -1.98506
H  7.76073  -2.79447  -2.55774
O  6.09790  -2.78792  -0.18979
H  6.76106  -2.12266  -0.41372
H  5.25545  -2.33941  -0.34338
O  -8.81570  2.32528  3.26840
H  -8.03943  1.75316  3.31793
H  -8.53164  3.05476  2.70240
O  -3.33509  1.48244  -5.89275
H  -4.24332  1.32675  -5.59627
H  -3.34434  1.22100  -6.82236
O  -4.58117  -1.00131  0.65363
H  -5.25956  -0.66747  1.25461
H  -3.77847  -0.53864  0.92673
O  2.48016  1.71295  -6.15024
H  1.80378  2.27312  -5.74059
H  2.39159  1.89065  -7.09486
O  9.22807  -5.78297  -0.74048
H  9.22013  -5.24422  -1.54339
H  9.68940  -5.23337  -0.09557
O  9.48322  -0.57090  -2.34809
H  8.60528  -0.87121  -2.61602
H  9.99838  -1.38487  -2.27927
O  2.54141  1.61864  5.05684
H  2.98066  1.58322  4.19736
H  3.25218  1.83314  5.67554
O  -1.87597  2.43989  8.45055
H  -2.77551  2.26450  8.75389
H  -1.88658  2.17263  7.52191
O  -6.70775  -1.85405  -1.67250
H  -7.48628  -2.15841  -1.18999
H  -6.04781  -1.70120  -0.98097
O  -11.76261  2.98014  2.83255
H  -11.57114  3.00781  1.88746
H  -10.89141  3.03537  3.24953
O  -6.08233  -0.00857  -3.73804
H  -6.69523  -0.61050  -3.29069
H  -6.60164  0.79283  -3.88207
O  7.64395  -2.66511  -6.51142
H  8.13901  -2.71565  -7.33828
H  8.32163  -2.50457  -5.84229
O  3.19186  1.13411  7.74335
H  3.62073  1.31148  8.58964
H  2.40990  0.61974  7.97994
O  0.61805  -0.78357  -4.99817
H  1.23485  -0.08920  -5.27008
H  -0.25214  -0.37808  -5.10252

Orbital gap in eV: 7.7630
E_HOMO in eV: -8.0
Multiplicity: 1
E_tot in a.u.: -3309.55008

Löwdin atomic charge list, values in e, 99 entries: -0.14, -0.17, -0.31, 0.70, -0.23, -0.22, -0.05, -0.05, -0.04, -0.04, -0.02, -0.20, -0.30, 0.15, 0.09, 0.07, 0.07, 0.06, 0.09, 0.09, 0.00, 0.07, 0.05, 0.08, 0.07, 0.05, 0.08, 0.09, -0.06, 0.04, 0.01, -0.08, -0.01, 0.01, -0.07, 0.06, 0.06, -0.06, 0.01, 0.04, -0.07, 0.02, 0.06, -0.04, 0.04, 0.08, -0.05, 0.03, 0.00, -0.06, 0.06, 0.06, -0.07, 0.01, -0.02, -0.07, 0.05, 0.01, -0.07, -0.01, 0.02, -0.07, 0.03, 0.06, -0.06, 0.04, 0.00, -0.06, 0.04, -0.02, -0.06, 0.04, -0.01, -0.06, 0.04, 0.01, -0.06, 0.05, 0.00, -0.04, 0.05, 0.06, -0.05, 0.03, 0.05, -0.06, 0.04, 0.05, -0.06, 0.05, 0.05, -0.05, 0.02, 0.07, -0.06, 0.00, 0.04, -0.06, 0.00

=====

[4]
This record from the OMol25 dataset describes C10H7AsCrF5N3OS4Se as an isolated structure. The level of theory is the ωB97M-V functional and the def2-TZVPD basis.

Cartesian coordinates (Å):
Cr  1.33978  0.29278  -1.44836
S  1.74027  -4.01373  -1.15516
As  2.65386  -2.45015  -2.35239
S  3.47250  -0.89118  -1.03853
S  1.09045  -1.09829  -3.33453
S  3.98114  -3.20449  -3.82032
C  -0.95802  -4.12703  0.99092
N  -0.75263  -2.70749  0.83733
C  -0.01443  -1.94148  1.81852
C  0.36872  -0.70542  1.01427
O  0.93354  0.28792  1.42873
N  -0.01362  -0.89853  -0.28017
C  -0.60648  -2.08671  -0.36031
N  -1.12248  -2.55328  -1.51138
H  -0.00972  -4.66467  0.90270
H  -1.63639  -4.49015  0.22076
H  -1.42148  -4.31768  1.96056
H  0.89781  -2.45328  2.13930
H  -0.62529  -1.68303  2.68528
H  -0.67119  -2.05423  -2.29581
H  -0.94950  -3.54647  -1.62023
F  -2.30768  5.10280  2.43089
C  -1.50008  4.62185  1.46761
C  -1.81728  3.44910  0.80779
F  -2.94522  2.79776  1.13865
C  -0.98320  2.96650  -0.18507
F  -1.37439  1.84489  -0.79599
C  0.19609  3.59902  -0.55919
Se  1.35355  2.92525  -1.90597
C  0.47428  4.77897  0.12419
F  1.57867  5.48844  -0.15705
C  -0.34519  5.29118  1.11391
F  -0.02640  6.44084  1.73904

Orbital gap (alpha / beta) in eV: 5.7225 / 5.8427
Total charge: -2
E_HOMO (alpha / beta) in eV: -1.4 / -1.5
ΔE to the lowest compared entry with this formula, charge and spin in kcal/mol: 3.1
Multiplicity: 5
<S²>: 6.037
E_tot in a.u.: -8398.74069

How positive or negative is each atom? The Löwdin charges in e answer that: -0.05, -0.13, -0.46, -0.07, 0.00, -0.27, -0.08, -0.10, -0.04, -0.50, 0.04, 0.05, -0.48, 0.14, 0.04, 0.08, 0.08, 0.14, 0.13, -0.03, 0.05, 0.09, -0.16, -0.15, 0.09, -0.27, 0.06, -0.55, 0.62, -0.27, 0.05, -0.16, 0.09